Below is an isolated molecule of CH5BO3 at a distorted geometry, with properties calculated with ωB97M-V/def2-TZVPD.

```
10
Properties=species:S:1:pos:R:3:forces:R:3:nbo_charge:R:1
C 1.620 0.065 -0.153 1.711 1.512 1.075 -0.241
O 0.308 0.557 -0.208 -0.445 1.090 -0.301 -0.735
B -0.769 -0.149 0.131 -3.520 3.606 -2.371 1.313
O -0.895 -1.341 0.706 -1.463 -0.075 0.388 -0.907
O -2.251 0.665 -0.396 4.277 0.177 1.130 -0.996
H 2.358 0.785 0.474 -1.918 -1.488 -1.416 0.181
H 2.021 0.007 -1.191 -0.237 -0.379 0.887 0.194
H 1.481 -0.843 0.399 1.179 -0.977 -0.100 0.188
H -1.868 -1.392 0.865 0.836 -0.503 -0.015 0.523
H -2.006 1.645 -0.628 -0.419 -2.963 0.721 0.479
```
Positions in Å, forces in eV/Å.

Computed properties:
- SMILES string = COB(O)O
- Kohn-Sham gap (eV) = 10.8
- lowest unoccupied orbital energy (eV) = 0.48
- HOMO energy (eV) = -10.37
- 2S+1 = 1
- E_tot (eV) = -7938.71112